1.
ORCA calculation (ωB97M-V with the def2-TZVPD basis set) on a 6-piece molecular cluster, C19H42O6 overall in a non-equilibrium geometry.

Atoms and positions in Å:
O  -8.8362  -23.6996  -8.6546
H  -9.2595  -24.1507  -9.4555
H  -7.9697  -24.1137  -8.3822
H  -8.6083  -22.7098  -8.9418
C  -7.5804  -19.7568  -10.9190
C  -8.7109  -20.3603  -10.0952
C  -9.8662  -20.8443  -10.9994
O  -8.3125  -21.3367  -9.2305
H  -7.1580  -20.4349  -11.6706
H  -6.7397  -19.4622  -10.2833
H  -7.8884  -18.8327  -11.4227
H  -9.1349  -19.4816  -9.5545
H  -10.5687  -21.3858  -10.3631
H  -9.4674  -21.5380  -11.7462
H  -10.4016  -19.9866  -11.4176
C  -10.2794  -25.9167  -12.5130
C  -11.6031  -25.4149  -11.9158
C  -11.2137  -24.1518  -11.1424
O  -9.8154  -24.3115  -10.9076
C  -9.2557  -24.8548  -12.0814
H  -10.3021  -26.1492  -13.5769
H  -10.0066  -26.8511  -12.0164
H  -12.0506  -26.1825  -11.2786
H  -12.4512  -25.2364  -12.5833
H  -11.7221  -24.0649  -10.1839
H  -11.3870  -23.2242  -11.6918
H  -8.3117  -25.3363  -11.8482
H  -9.0786  -24.1138  -12.8687
C  -11.4283  -28.1038  -8.9532
C  -12.3470  -27.5378  -7.8770
C  -12.0347  -26.0489  -7.9008
O  -10.6674  -25.9791  -8.2999
C  -10.1761  -27.2649  -8.6214
H  -11.7859  -27.9422  -9.9679
H  -11.2215  -29.1587  -8.7737
H  -12.1591  -28.0226  -6.9152
H  -13.3988  -27.7767  -8.0637
H  -12.2458  -25.5619  -6.9495
H  -12.6705  -25.5902  -8.6679
H  -9.6510  -27.7628  -7.7980
H  -9.5001  -27.2245  -9.4781
C  -5.0660  -25.0840  -12.1290
C  -4.7826  -23.6021  -11.9868
C  -6.0407  -23.1138  -11.2238
O  -6.5822  -24.2754  -10.5710
C  -5.7379  -25.3986  -10.8114
H  -4.1761  -25.6995  -12.2708
H  -5.7899  -25.2773  -12.9239
H  -4.6926  -23.1358  -12.9666
H  -3.9126  -23.3594  -11.3765
H  -6.7276  -22.6617  -11.9396
H  -5.8146  -22.3960  -10.4374
H  -6.3322  -26.3156  -10.7869
H  -5.0071  -25.5108  -9.9970
C  -5.9860  -25.2114  -5.2486
C  -5.4129  -23.9911  -5.9442
C  -5.6796  -24.3097  -7.4028
O  -6.9732  -24.9466  -7.3602
C  -7.2447  -25.5243  -6.0748
H  -6.2125  -25.1448  -4.1840
H  -5.2690  -26.0381  -5.2962
H  -4.3436  -23.9286  -5.7264
H  -5.8434  -23.0277  -5.6720
H  -4.9560  -25.0080  -7.8355
H  -5.7303  -23.4407  -8.0574
H  -7.4967  -26.5763  -6.1752
H  -8.0478  -24.9242  -5.6387

Force components x, y, z for each atom (eV/Å):
0.1 -0.6 0.2
0.7 0.3 0.5
-0.8 -0.4 0.0
-0.1 2.0 -0.7
0.6 0.3 -0.2
-0.7 0.0 0.1
0.3 0.2 0.5
0.6 -1.0 0.4
-0.2 -0.1 0.0
-0.1 -0.1 0.2
-0.2 -0.2 -0.1
0.0 -0.2 0.2
0.0 0.0 0.0
-0.2 0.1 -0.2
0.1 -0.2 -0.4
-0.1 -0.3 0.1
-1.0 -0.2 0.0
-0.1 -0.3 0.1
-0.1 0.3 -0.1
0.0 -1.0 -0.7
0.0 0.3 -0.1
-0.1 0.0 0.0
0.4 0.1 0.4
0.5 0.3 -0.5
0.2 0.0 0.1
0.0 -0.1 -0.2
0.1 0.3 0.2
-0.2 0.3 0.2
0.8 0.1 1.0
-1.1 -0.7 -0.1
-0.4 -0.8 -0.4
0.3 0.5 0.3
-0.6 -0.9 -0.9
0.0 0.0 0.0
-0.1 -0.1 -0.3
0.4 0.2 0.0
0.0 0.3 -0.1
0.4 0.1 0.0
0.2 0.2 0.0
0.1 0.4 0.2
0.1 0.4 0.1
0.3 -0.6 0.4
-0.6 0.5 0.2
0.7 -0.2 -0.1
-0.2 -0.2 -0.1
0.0 0.1 0.4
0.0 0.0 -0.2
0.2 0.1 -0.2
0.1 0.2 0.1
0.2 -0.4 -0.2
-0.5 -0.2 0.3
-0.1 0.3 -0.2
-0.2 0.1 -0.2
0.1 0.2 -0.1
-0.3 -1.0 0.2
1.1 0.1 0.1
-0.3 -0.2 0.3
0.3 -0.3 -0.8
0.6 1.3 0.3
-0.1 0.5 -0.1
0.0 0.1 -0.3
0.0 0.1 -0.1
-0.3 -0.2 0.1
0.1 0.0 0.2
-0.2 0.0 0.1
-0.1 0.0 0.0
-0.4 -0.5 -0.1

For the max |F|, the calculation gives 2.15 eV/A. The value obtained for the orbital gap is 7.322 eV. The value obtained for the relative energy (zero: lowest compared OMol25 entry of this formula, charge and spin) is 0.8486 eV.

=====

2.
ORCA calculation (ωB97M-V with the def2-TZVPD basis set) on a 6-piece molecular cluster, C19H42O6 overall in a non-equilibrium geometry.

Atoms and positions in Å:
O  -0.3609  0.6777  0.9949
H  -0.7889  0.2242  0.1856
H  0.5129  0.2708  1.2727
H  -0.1491  1.6406  0.7104
C  0.8795  4.7240  -1.3006
C  -0.2395  4.1088  -0.4868
C  -1.4008  3.6070  -1.3777
O  0.1567  3.1237  0.3844
H  1.3188  4.0614  -2.0551
H  1.7210  5.0317  -0.6734
H  0.5657  5.6480  -1.7983
H  -0.6656  4.9826  0.0452
H  -2.0937  3.0642  -0.7335
H  -0.9935  2.9119  -2.1167
H  -1.9408  4.4673  -1.7828
C  -1.8173  -1.4485  -2.8779
C  -3.1384  -0.9650  -2.2594
C  -2.7445  0.2825  -1.4685
O  -1.3348  0.1036  -1.2588
C  -0.7850  -0.4064  -2.4432
H  -1.8541  -1.6651  -3.9456
H  -1.5383  -2.3904  -2.4004
H  -3.5790  -1.7495  -1.6426
H  -4.0044  -0.7785  -2.9008
H  -3.2450  0.3437  -0.5043
H  -2.9259  1.2255  -1.9854
H  0.1556  -0.9094  -2.2361
H  -0.6074  0.3433  -3.2207
C  -2.9418  -3.7262  0.7095
C  -3.8414  -3.1530  1.7859
C  -3.5478  -1.6670  1.7654
O  -2.1819  -1.6059  1.3612
C  -1.6815  -2.8914  1.0443
H  -3.3033  -3.5707  -0.3037
H  -2.7355  -4.7800  0.8973
H  -3.6539  -3.6414  2.7454
H  -4.8913  -3.4019  1.6011
H  -3.7716  -1.1848  2.7165
H  -4.1951  -1.2236  1.0010
H  -1.1603  -3.3984  1.8620
H  -1.0113  -2.8697  0.1831
C  3.3852  -0.6789  -2.5614
C  3.6993  0.7754  -2.3964
C  2.4618  1.2827  -1.6054
O  1.9092  0.1121  -0.9658
C  2.7363  -1.0244  -1.2475
H  4.2632  -1.3072  -2.7241
H  2.6435  -0.8445  -3.3458
H  3.7841  1.2547  -3.3711
H  4.5780  0.9953  -1.7894
H  1.7929  1.7685  -2.3159
H  2.7135  1.9773  -0.8064
H  2.1340  -1.9356  -1.2319
H  3.4768  -1.1711  -0.4509
C  2.4084  -0.7721  4.4444
C  2.9866  0.4312  3.7361
C  2.7734  0.0946  2.2870
O  1.4741  -0.5495  2.3274
C  1.1700  -1.1132  3.6016
H  2.1545  -0.6949  5.5026
H  3.1323  -1.5930  4.4356
H  4.0488  0.4960  3.9864
H  2.5510  1.4022  3.9723
H  3.5045  -0.6082  1.8777
H  2.7456  0.9537  1.6181
H  0.9204  -2.1679  3.5128
H  0.3664  -0.4987  4.0166

Force components x, y, z for each atom (eV/Å):
0.1 -0.7 0.0
0.8 0.4 0.5
-0.9 -0.4 0.0
-0.1 2.1 -0.7
0.8 0.3 -0.4
-0.8 -0.5 0.5
0.4 0.4 0.5
0.5 -0.9 0.2
-0.2 -0.1 0.0
-0.1 -0.2 0.3
-0.2 -0.1 -0.2
-0.1 0.0 0.4
0.0 0.0 0.0
-0.2 0.1 -0.3
0.0 -0.2 -0.5
-0.2 -0.5 -0.1
-1.0 -0.1 0.0
0.1 -0.5 0.2
-0.3 0.7 0.3
0.0 -1.1 -0.8
0.0 0.3 0.0
-0.1 0.0 0.0
0.4 0.1 0.5
0.5 0.3 -0.6
0.2 0.0 0.1
0.1 -0.1 -0.3
0.1 0.4 0.2
-0.2 0.3 0.3
1.0 0.1 1.0
-1.5 -0.9 0.1
-0.4 -1.0 -0.4
0.6 0.7 0.3
-0.9 -0.9 -1.0
0.0 0.1 0.0
-0.1 -0.1 -0.3
0.4 0.3 0.1
0.0 0.3 -0.1
0.5 0.2 0.0
0.2 0.3 0.0
0.1 0.4 0.3
0.1 0.5 0.1
0.3 -1.2 0.2
-0.5 1.0 0.3
0.8 -0.3 -0.1
-0.2 -0.2 -0.1
-0.2 0.3 0.5
-0.1 0.0 -0.3
0.2 0.1 -0.2
0.1 0.2 0.2
0.3 -0.4 -0.2
-0.6 -0.2 0.4
-0.1 0.3 -0.2
-0.2 0.1 -0.2
0.1 0.2 0.0
-0.3 -1.2 0.4
1.4 0.4 0.5
-0.5 -0.5 0.2
0.3 -0.1 -1.5
0.7 1.5 0.5
-0.1 0.5 -0.1
0.0 0.0 -0.3
0.0 0.2 -0.1
-0.3 -0.2 0.1
0.1 -0.1 0.2
-0.3 0.0 0.0
0.0 0.0 0.0
-0.5 -0.5 -0.1

For the max |F|, the calculation gives 2.20 eV/A. The value obtained for the orbital gap is 7.044 eV. The value obtained for the relative energy (zero: lowest compared OMol25 entry of this formula, charge and spin) is 1.3349 eV.

=====

3.
ORCA calculation (ωB97M-V with the def2-TZVPD basis set) on C19H43CeOP3SSe as an isolated structure in a non-equilibrium geometry.

Atoms and positions in Å:
Ce  0.3857  -0.4215  -0.3386
P  1.9194  1.4764  -1.9112
P  2.0836  1.5797  1.4515
P  -0.8089  2.3787  0.2243
H  -5.0083  -5.0051  -1.2127
C  -5.4011  -4.2752  -1.9247
C  -4.6175  -3.8149  -2.9201
H  -3.6056  -4.2052  -3.1077
C  3.2504  0.4022  -2.5822
C  2.8265  3.0693  -1.8653
C  0.8232  1.7586  -3.3554
C  1.7569  1.3410  3.2483
C  3.8795  1.1709  1.5297
C  2.2749  3.4132  1.5653
C  -2.4524  2.0041  -0.5232
C  -0.5028  4.0435  -0.4885
C  -1.3513  2.8693  1.9077
H  -6.4618  -4.0267  -1.7794
H  -4.9836  -3.0535  -3.6079
H  2.8623  -0.5953  -2.8280
H  4.0491  0.2809  -1.8353
H  3.6554  0.8780  -3.4860
H  3.6329  3.0435  -1.1196
H  2.1523  3.8971  -1.6092
H  3.2585  3.2461  -2.8631
H  0.3203  0.8227  -3.6334
H  1.4416  2.1061  -4.1953
H  0.0470  2.4996  -3.1173
H  2.5518  1.8682  3.7958
H  1.7929  0.2708  3.4837
H  0.7747  1.7359  3.5344
H  4.3249  1.8171  2.3030
H  4.3761  1.3442  0.5643
H  4.0083  0.1195  1.8270
H  3.0625  3.6128  2.3064
H  1.3590  3.9092  1.9057
H  2.5790  3.8561  0.6117
H  -3.1599  2.7923  -0.2193
H  -2.8124  1.0276  -0.1720
H  -2.3442  1.9694  -1.6172
H  -1.4116  4.6433  -0.3365
H  -0.2880  3.9847  -1.5632
H  0.3401  4.5402  0.0090
H  -2.1488  3.6163  1.7813
H  -0.5350  3.3018  2.5001
H  -1.7370  1.9854  2.4368
C  -2.5385  -1.6982  1.7584
C  -2.5463  -2.5537  0.6364
C  -3.7647  -2.9877  0.1417
C  -4.9308  -2.9257  0.9170
C  -4.8960  -2.2352  2.1406
C  -3.7251  -1.5816  2.5188
Se  -1.0016  -0.7211  2.1732
H  -1.3346  -0.3935  -1.0128
H  -1.6307  -2.7687  0.0716
H  -3.7638  -3.3754  -0.8761
H  -5.8389  -3.3868  0.5258
H  -5.7751  -2.2057  2.7820
H  -3.6900  -0.9384  3.3918
C  4.0938  -3.1126  -0.3822
S  2.3787  -3.5901  -0.6649
C  2.0259  -4.2612  0.9713
O  1.6279  -2.2049  -0.7191
H  4.6816  -4.0000  -0.6609
H  4.2626  -2.8664  0.6754
H  4.3312  -2.2519  -1.0229
H  2.7773  -3.9168  1.6974
H  1.0169  -3.9439  1.2694
H  2.0815  -5.3586  0.8947

Force components x, y, z for each atom (eV/Å):
2.2 0.6 0.0
0.6 0.6 -0.9
0.7 0.6 1.5
-1.8 0.9 0.7
-0.2 -0.1 -0.3
0.3 -0.2 -1.0
-0.9 -0.3 0.5
-0.5 0.2 0.3
-0.1 -0.2 0.0
-0.1 0.1 0.3
0.0 -0.2 0.0
-0.3 -0.3 -0.1
0.0 -0.3 -0.4
-0.2 0.2 -0.5
0.1 -0.2 -0.1
0.7 -0.1 -0.3
0.1 -0.2 0.1
0.6 0.2 -0.3
0.1 -0.3 0.0
0.1 0.2 -0.1
-0.2 0.1 -0.2
0.0 -0.3 0.2
-0.2 0.0 -0.3
0.2 -0.2 -0.2
-0.1 0.0 0.3
0.1 0.2 -0.1
-0.3 -0.1 0.1
0.3 -0.2 -0.1
-0.3 -0.2 0.0
0.0 0.2 0.1
0.3 -0.1 0.0
-0.1 -0.3 -0.3
0.0 -0.1 0.3
0.1 0.3 -0.1
-0.3 -0.1 -0.2
0.2 -0.2 -0.1
-0.1 0.0 0.3
0.2 -0.1 -0.2
0.0 0.4 -0.2
-0.2 0.0 0.3
0.2 -0.2 0.0
-0.1 0.1 0.3
-0.3 -0.1 -0.2
0.2 -0.2 0.2
-0.3 -0.1 -0.1
0.0 0.4 -0.1
1.2 -0.1 0.1
-0.6 0.2 -1.0
1.6 -0.2 -0.2
0.2 0.5 0.1
0.4 0.1 0.3
-0.8 0.2 0.5
-1.5 -0.3 0.5
-1.5 -0.1 -0.6
-0.4 0.2 0.2
-0.2 -0.2 0.7
0.2 0.2 0.3
0.2 0.1 -0.2
-0.2 -0.2 0.0
0.1 -0.2 0.0
0.2 0.7 0.2
0.1 -0.2 0.3
0.5 -1.2 0.3
0.0 0.4 0.0
-0.1 0.0 -0.4
-0.1 -0.5 0.0
-0.4 0.0 -0.3
0.3 -0.2 -0.2
-0.1 0.4 0.0

The net charge is +3. The multiplicity is 2. The expectation value of S² is 0.991. For the max |F|, the calculation gives 2.28 eV/A. The value obtained for the orbital gap (spin up / spin down) is 4.111 / 3.340 eV. The value obtained for the relative energy (zero: lowest compared OMol25 entry of this formula, charge and spin) is 3.7252 eV.